Entry 1:
This record from the Open Molecules 2025 dataset describes a structure of composition C28H38N4O2PdSi3 at a distorted geometry. The level of theory is the ωB97M-V functional and the def2-TZVPD basis.

Properties
ΔE to the lowest compared entry with this formula, charge and spin ... 51.6 kcal/mol
Highest occupied orbital energy ... -0.80 eV
Net charge ... -2

Last column: Löwdin charge in e.
CARTESIAN COORDINATES (ANGSTROEM)
H (-2.78981, 1.03716, 0.17958)  -0.0035
C (-0.27951, 4.64566, -1.96062)  -0.1550
H (-2.72051, -2.27294, 3.72918)  0.0046
C (3.29459, 1.20056, -1.36502)  -0.0477
H (6.92339, 0.92186, -1.16202)  0.0570
C (4.05299, -1.33274, -2.17282)  -0.0355
C (-0.14681, 3.38816, 0.23888)  -0.1734
C (-0.56201, 3.65906, -2.84652)  -0.1832
H (2.65749, -3.44424, 1.22658)  0.0217
N (0.97839, 0.56856, -1.92712)  -0.0219
N (-1.95641, 0.42066, -2.11362)  0.0905
H (0.23279, 2.21266, 3.34008)  0.0206
N (-0.66211, 2.32086, -2.43452)  -0.0030
C (-3.13081, -0.18614, -2.19892)  -0.1821
H (-0.19121, 5.64806, -2.37682)  0.0834
C (0.49149, 1.86816, -1.56132)  -0.3381
H (-1.39911, 2.18436, 2.70038)  0.0101
C (-0.56701, -4.17554, 1.76778)  -0.1918
C (-0.68731, -1.03334, 1.33998)  -0.5482
C (0.12809, 2.07186, -0.10562)  -0.2373
H (-3.37731, 1.28396, 1.80488)  0.0122
H (1.24989, 2.62556, -1.82492)  0.1275
Si (0.17029, 0.76256, 1.27378)  0.4839
H (0.08019, -4.99604, 2.06578)  0.0170
C (6.43299, -0.84854, -1.73452)  -0.5015
Si (0.36799, -2.49704, 1.85598)  0.4293
C (-4.29761, 0.43576, -2.59712)  -0.1114
O (7.38399, 0.10186, -1.37432)  0.0460
H (-0.16581, 5.47676, -0.02212)  0.0604
H (3.02319, 2.17246, -0.97762)  0.1000
C (5.06089, -0.42804, -1.74212)  -0.1894
H (-0.08401, -2.42194, 4.32758)  0.0071
C (-3.02391, -1.29534, 3.37218)  -0.1944
C (-0.18731, 4.52956, -0.55732)  -0.1548
H (-0.26561, 3.58076, 1.30038)  0.0718
Si (-2.55171, -1.07654, 1.51258)  0.4372
C (-0.51851, 1.57966, 2.87978)  -0.1803
H (-2.54411, -0.55444, 3.99978)  0.0005
H (-3.11721, -1.23654, -1.92902)  0.0758
H (4.37899, -2.31604, -2.48042)  0.1104
H (2.43059, 1.58056, 1.99448)  0.0251
H (-5.13291, 2.32276, -3.21722)  0.0914
C (2.26909, 0.30426, -1.81852)  -0.3281
H (-3.44161, -2.56324, -0.34842)  -0.0080
H (2.64979, 0.19726, 0.95498)  -0.0058
H (-0.90731, -4.36804, 0.75718)  0.0054
H (-1.43081, -4.18494, 2.42448)  0.0027
O (6.85199, -1.95704, -2.03042)  0.0379
C (-0.57651, -2.42684, -1.46962)  -0.4503
H (-0.78811, 0.81066, 3.59458)  0.0047
H (1.63659, -3.15854, -0.18272)  0.0057
H (-3.18231, -3.47924, 1.10528)  -0.0003
H (-4.59441, -2.45684, 0.97468)  0.0184
H (-0.61941, 3.83856, -3.91422)  0.0946
C (2.03849, 0.59516, 1.75788)  -0.1771
C (-3.02411, 2.43686, -2.86082)  -0.0176
H (2.17609, -0.03384, 2.62898)  -0.0004
H (5.30199, 1.59176, -0.94142)  0.0995
C (-3.36601, 0.58086, 0.97888)  -0.1732
H (1.38519, -1.53874, 3.99218)  -0.0026
H (2.44909, -1.82244, 0.59198)  -0.0065
Pd (-0.23311, -0.73974, -0.64432)  0.7367
N (-0.78211, -3.41444, -2.03132)  -0.0226
H (-4.09481, -1.20594, 3.52298)  0.0108
C (0.82249, -2.42704, 3.73038)  -0.1871
C (-1.86031, 1.71886, -2.46172)  -0.2837
H (1.40899, -3.29194, 4.02698)  0.0114
C (-4.23021, 1.79256, -2.92522)  -0.1084
C (2.73839, -0.99454, -2.21022)  -0.0493
H (-2.94341, 3.49476, -3.06642)  0.0904
C (1.93649, -2.75984, 0.78598)  -0.1850
C (-3.53901, -2.53044, 0.72788)  -0.1753
C (4.60989, 0.84466, -1.33162)  -0.0608
H (-4.38651, 0.46406, 0.62368)  0.0199
H (1.97639, -1.69584, -2.54152)  0.0918
H (-5.23011, -0.10524, -2.62872)  0.0812

***

Entry 2:
This record from the Open Molecules 2025 dataset describes a structure of composition C28H38N4OP2Zr at a distorted geometry. The level of theory is the ωB97M-V functional and the def2-TZVPD basis.

Properties
ΔE to the lowest compared entry with this formula, charge and spin ... 0.0 kcal/mol
Highest occupied orbital energy ... -11.71 eV
Net charge ... +2

Last column: Löwdin charge in e.
CARTESIAN COORDINATES (ANGSTROEM)
C (-1.48106, 1.42973, 4.73100)  -0.1086
H (2.36924, -1.41045, -5.38236)  0.0830
N (-3.58034, -0.99613, -2.62391)  -0.2733
C (-2.24951, 3.27839, -2.41785)  -0.0593
C (2.45474, -2.31315, -4.79570)  -0.1441
H (0.87309, 2.85070, 3.14842)  0.1358
H (-0.32533, 0.25766, 8.48980)  0.1156
C (2.71077, -4.44606, -4.05205)  -0.0857
N (2.84236, -0.07873, -2.51252)  -0.2741
P (1.39706, -1.09821, -2.39544)  1.0444
H (0.26053, -0.80821, 1.58925)  0.1403
H (-3.69569, -2.95670, -1.74339)  0.0855
H (2.58149, -2.07648, 4.89991)  0.0169
O (0.06496, -0.02261, 6.50212)  -0.3948
C (-1.56080, 0.57479, 3.63510)  -0.2316
H (-6.28640, -0.83148, -4.53860)  0.1019
C (-4.17246, -2.25357, -2.40799)  -0.1667
H (0.44396, 0.83330, -3.40024)  0.0832
H (2.92293, -5.50365, -4.01392)  0.0954
C (0.87323, 2.43244, 4.16991)  -0.1111
H (0.91694, 0.73461, 1.13565)  0.1513
C (-1.05815, -0.72584, -3.73397)  -0.3913
N (-2.08592, 1.05364, -2.02580)  -0.2635
C (-1.74293, 1.72654, -0.84976)  -0.1824
H (-0.82612, 1.97383, 2.11642)  0.1356
H (3.08321, 0.22141, -0.39741)  0.0608
C (4.50256, 1.28574, -1.79292)  -0.0970
C (1.56666, -2.26497, 5.27893)  -0.2517
H (-1.09516, -1.78460, -4.04085)  0.0898
H (1.65317, -2.31226, 6.37895)  0.0194
H (-2.40097, -0.13582, 3.58956)  0.1439
H (-0.91000, 1.54181, 7.42297)  0.0882
H (-1.39537, 1.15075, -0.01364)  0.0245
C (-5.34111, -2.33833, -3.14958)  -0.0866
H (-0.43233, 2.91307, 5.85827)  0.1187
H (5.23475, 1.76121, -3.87473)  0.1033
H (3.30502, -3.83466, -6.14312)  0.1011
C (3.48824, 0.43877, -3.63979)  -0.1227
Zr (0.00965, -0.73446, 4.75300)  1.8760
H (1.91301, -3.93253, -2.00239)  0.0843
C (1.44332, 0.14590, 3.13183)  -0.1801
H (1.56509, 3.07641, 4.74630)  0.1475
C (0.45570, 0.20578, 1.99148)  -0.1535
C (-0.55778, 2.59486, 4.80751)  -0.1375
H (-1.72245, 3.84516, -0.29342)  0.0874
H (-4.19102, 0.71479, -3.80870)  0.0792
H (2.21239, 0.87379, 4.98179)  0.1443
C (2.89350, -3.57640, -5.17838)  -0.0652
C (-5.49124, -1.09701, -3.85362)  -0.0710
H (-2.52067, 1.75295, -4.03177)  0.1038
H (2.21775, -0.62405, 3.05148)  0.1374
C (-0.89774, 0.88691, 2.30148)  -0.1821
H (-6.00610, -3.18849, -3.19823)  0.0971
N (2.05397, -2.35885, -3.45607)  -0.2726
C (3.46141, 0.46854, -1.37944)  -0.1800
C (0.39756, -0.22914, -3.68392)  -0.3973
C (1.46673, 1.03993, 4.19436)  -0.1678
C (4.53328, 1.25301, -3.22429)  -0.0686
H (5.16125, 1.85217, -1.14752)  0.0921
C (2.20089, -3.68031, -3.01260)  -0.1593
H (-1.61956, -0.12323, -4.46401)  0.0786
H (1.27111, -3.27434, 4.94869)  0.0156
C (-0.08032, 0.83871, 7.59297)  -0.0908
C (-2.33279, 2.02157, -3.00221)  -0.1343
H (-1.62686, 0.52312, 1.56050)  0.1089
H (3.14535, 0.21375, -4.63849)  0.0891
H (-1.03492, 3.45765, 4.30731)  0.1605
H (-2.43677, 4.22342, -2.90768)  0.1056
C (-4.40873, -0.29777, -3.51148)  -0.1333
H (-2.29573, 1.41015, 5.47007)  0.1507
P (-1.90751, -0.69833, -2.08432)  1.0386
H (0.85290, 1.39394, 7.77143)  0.1190
H (0.84445, -0.33315, -4.68330)  0.0712
C (-1.87434, 3.08907, -1.04906)  -0.0875

***

Entry 3:
This record from the Open Molecules 2025 dataset describes the molecule C28H38N6O5S at a distorted geometry. The level of theory is the ωB97M-V functional and the def2-TZVPD basis.

Properties
SMILES ... CC(C)CN(C(=O)CN1CCN(S(=O)(=O)c2ccc3ccccc3c2)CC1)c1c(N)n(CC(C)C)c(=O)[nH]c1=O
Highest occupied orbital energy ... -8.00 eV
Net charge ... 0

Last column: Löwdin charge in e.
CARTESIAN COORDINATES (ANGSTROEM)
C (-1.71229, -2.68190, -4.83001)  -0.0279
H (-1.45451, -2.16250, -8.15324)  0.1048
C (3.42399, -0.28856, -0.48484)  -0.1599
C (1.41995, -0.23153, 3.47023)  -0.4129
O (0.85196, 1.00333, -0.60885)  -0.2745
N (-0.02783, 3.44119, 1.59175)  0.2236
O (1.85225, -0.92418, 4.36588)  0.0939
C (-1.28854, 1.06810, 1.68775)  -0.2305
O (1.42657, 2.84450, 3.21906)  0.0805
C (2.29798, -2.40684, -0.03962)  -0.1616
C (4.08475, -0.64078, 0.86639)  -0.1535
C (-0.24261, 1.29324, 2.55226)  -0.1285
C (-0.49124, -1.57577, -2.99049)  -0.0008
O (-0.21184, -1.15672, -0.09877)  -0.2846
H (-2.68884, -0.61718, 6.31462)  0.0787
H (0.21601, -0.52236, -7.39387)  0.1134
H (3.15022, -2.96063, -0.44528)  0.1266
H (0.16356, -1.50410, 5.66349)  0.1204
H (-1.26071, -0.27394, 7.29366)  0.0770
C (-2.57960, 1.06719, -1.32122)  -0.4001
C (1.13345, 0.13361, -3.50553)  -0.0529
H (-2.68278, -3.53455, -6.51985)  0.1045
N (-2.01038, -0.08894, 1.75520)  0.1956
N (0.15415, 0.28440, 3.48104)  0.0084
C (-3.89210, 0.59269, -1.94194)  -0.0607
H (-1.52395, -0.80420, 2.27913)  0.0683
H (-1.01950, -2.16048, -2.25276)  0.1221
H (-1.60900, 0.67175, 4.48302)  0.1323
H (1.42763, -2.22698, 1.94042)  0.1100
C (-2.87712, 1.84034, -0.02460)  -0.1053
H (0.45707, 4.32868, 1.52200)  0.1719
H (4.66089, 0.21205, 1.22904)  0.1268
C (-0.75994, -1.75144, -4.36472)  -0.1521
H (-2.40900, -1.80200, 4.04706)  0.0770
H (-0.77753, -2.30557, 3.53770)  0.0636
H (-2.34546, 2.86490, -2.49850)  0.0897
H (1.83692, 0.85699, -3.12651)  0.1176
H (-1.56370, -3.09803, 4.89213)  0.0808
H (2.85987, 0.94545, 2.48456)  0.1425
H (-4.52299, 1.44530, -2.18238)  0.0855
C (-1.43284, -2.14131, 4.39110)  -0.0705
C (-0.81595, -1.13362, 5.35669)  -0.4113
C (-1.07644, 3.27134, 0.73549)  -0.4760
N (-1.71246, 2.04283, 0.82213)  0.0731
C (0.42746, -0.65328, -2.58756)  -0.2680
C (-0.05109, -0.95660, -5.30625)  -0.1587
H (-2.37367, -0.43644, 0.88198)  0.0912
C (-1.95229, -2.82129, -6.16855)  -0.0745
H (3.08219, 0.74732, -0.48906)  0.1082
H (-0.14186, 0.90289, 5.45627)  0.1417
H (1.56252, 0.38780, 1.41209)  0.0858
C (-0.32325, -1.12719, -6.67962)  -0.0288
H (1.42788, 0.58444, -5.56559)  0.1184
H (2.97440, -3.08475, 1.90727)  0.1258
H (-1.95843, 0.19579, -1.08731)  0.0924
H (1.38131, -2.93584, -0.29633)  0.1137
C (-1.80608, 1.94138, -2.30383)  -0.0567
H (-2.24750, -3.28011, -4.10731)  0.1145
H (-3.23878, 2.83876, -0.28435)  0.1340
H (-0.83192, 2.19303, -1.89454)  0.0620
C (2.23341, 0.08658, 2.22372)  -0.0912
S (0.76545, -0.41153, -0.85264)  0.6837
C (-1.25193, -2.03843, -7.09999)  -0.0731
N (2.25664, -1.12352, -0.70920)  -0.2210
C (0.89744, -0.01734, -4.84258)  -0.0067
H (-4.43843, -0.05835, -1.26220)  0.0758
H (4.12959, -0.43279, -1.31301)  0.1220
C (-0.62825, 0.25088, 4.72103)  -0.1061
O (-1.45075, 4.14632, -0.01183)  0.0847
H (-3.64245, 1.32902, 0.56540)  0.1280
H (-1.81366, -1.93532, 7.09620)  0.0763
H (-1.65849, 1.41459, -3.24491)  0.0753
C (0.47298, 2.53973, 2.52930)  -0.4144
H (4.76543, -1.48725, 0.74072)  0.1223
N (3.11117, -1.01260, 1.86584)  -0.1408
C (-1.70006, -0.97875, 6.59239)  -0.0774
C (2.41975, -2.23667, 1.48961)  -0.1383
H (-3.69525, 0.04271, -2.85923)  0.0745

***

| no. | lowest unoccupied orbital energy (eV) |
| --- | --- |
| 1 | 4.543 |
| 2 | -9.474 |
| 3 | -0.100 |